1.
{"formula": "C29H32IrN6O8S3", "method": "ωB97M-V/def2-TZVPD", "s_squared": 6.028, "multiplicity": 5, "charge": -1, "energy_ev": -91255.54146, "species": ["Ir", "C", "O", "C", "C", "C", "C", "C", "C", "N", "C", "N", "C", "C", "C", "C", "C", "C", "O", "C", "N", "C", "C", "C", "C", "C", "C", "O", "C", "H", "H", "H", "H", "H", "H", "H", "H", "H", "H", "H", "H", "H", "H", "H", "H", "H", "H", "H", "H", "H", "H", "N", "C", "C", "O", "O", "H", "H", "H", "H", "H", "O", "S", "O", "O", "S", "C", "C", "C", "C", "N", "C", "S", "N", "H", "H", "H", "H", "H"], "coordinates": [[-0.416, -2.469, -0.918], [1.413, 1.748, 1.587], [0.013, 1.960, 1.356], [-0.744, 2.374, 2.411], [-0.306, 3.299, 3.348], [-1.174, 3.772, 4.324], [-2.485, 3.317, 4.365], [-2.905, 2.348, 3.466], [-2.041, 1.846, 2.501], [-2.458, 0.836, 1.617], [-1.587, -0.120, 1.105], [-0.769, -0.617, 2.051], [0.150, -1.689, 2.079], [0.453, -2.539, 1.022], [1.346, -3.588, 1.279], [1.943, -3.763, 2.515], [1.655, -2.883, 3.550], [0.759, -1.861, 3.326], [0.440, -0.957, 4.334], [-0.284, -1.529, 5.421], [-1.571, -0.471, -0.137], [-2.387, 0.202, -1.074], [-2.512, 1.587, -1.186], [-3.273, 2.156, -2.201], [-3.894, 1.332, -3.130], [-3.752, -0.047, -3.050], [-3.005, -0.613, -2.024], [-2.772, -1.937, -1.854], [-3.072, -2.841, -2.923], [1.774, 1.100, 0.788], [1.562, 1.243, 2.543], [1.959, 2.693, 1.573], [0.707, 3.674, 3.290], [-0.826, 4.505, 5.039], [-3.171, 3.688, 5.115], [-3.909, 1.942, 3.520], [-3.301, 0.987, 1.087], [-0.891, -0.212, 2.968], [1.586, -4.275, 0.480], [2.639, -4.578, 2.670], [2.120, -2.982, 4.523], [0.397, -1.916, 6.182], [-0.924, -2.341, 5.071], [-0.897, -0.743, 5.860], [-1.996, 2.223, -0.473], [-3.359, 3.233, -2.272], [-4.471, 1.757, -3.941], [-4.187, -0.676, -3.812], [-2.736, -3.818, -2.584], [-2.527, -2.539, -3.820], [-4.147, -2.861, -3.110], [0.898, 1.017, -1.664], [0.420, 1.113, -3.063], [-0.248, -0.177, -3.542], [-0.808, -0.116, -4.629], [-0.113, -1.197, -2.789], [1.950, 1.230, -1.582], [0.846, 0.021, -1.385], [0.333, 1.549, -1.009], [1.279, 1.298, -3.709], [-0.293, 1.924, -3.175], [-1.809, -4.163, -0.429], [-1.236, -5.310, -1.243], [-2.120, -5.662, -2.330], [-0.766, -6.392, -0.416], [0.419, -4.329, -2.060], [3.790, 3.420, -2.557], [4.319, 2.021, -2.404], [5.533, 1.631, -2.925], [5.869, 0.292, -2.730], [5.139, -0.567, -2.056], [3.971, -0.116, -1.503], [3.019, -1.151, -0.538], [3.550, 1.171, -1.723], [4.454, 4.032, -3.166], [3.684, 3.886, -1.575], [2.802, 3.405, -3.022], [6.167, 2.313, -3.474], [6.786, -0.103, -3.162]]}

---

2.
{"formula": "C29H32N5O2PS2Se2TeTi", "method": "ωB97M-V/def2-TZVPD", "e_above_lowest_kj_mol": 66.9, "charge": 2, "energy_ev": -234188.37908, "species": ["Ti", "C", "C", "N", "N", "C", "N", "S", "C", "C", "C", "C", "C", "N", "H", "H", "H", "H", "H", "H", "H", "H", "H", "H", "Se", "P", "Se", "C", "C", "C", "C", "C", "C", "C", "C", "C", "C", "C", "C", "H", "H", "H", "H", "H", "H", "H", "H", "H", "H", "Te", "C", "C", "C", "C", "S", "H", "H", "H", "O", "C", "O", "C", "N", "C", "C", "C", "H", "H", "H", "H", "H", "H", "H", "H", "H"], "coordinates": [[-0.085, -1.983, -0.521], [-1.423, -2.682, 3.422], [-1.629, -2.269, 1.978], [-0.502, -1.687, 1.342], [0.598, -1.429, 2.158], [1.760, -1.990, 1.804], [2.869, -1.629, 2.435], [1.787, -3.156, 0.536], [-2.149, -3.382, 1.114], [-3.273, -4.128, 1.455], [-3.641, -5.183, 0.640], [-2.900, -5.445, -0.508], [-1.836, -4.621, -0.808], [-1.469, -3.611, -0.010], [-0.627, -3.425, 3.495], [-1.171, -1.829, 4.054], [-2.333, -3.126, 3.823], [0.555, -0.592, 2.732], [2.876, -0.920, 3.151], [3.753, -2.013, 2.143], [-3.836, -3.898, 2.348], [-4.495, -5.796, 0.891], [-3.148, -6.263, -1.168], [-1.243, -4.756, -1.705], [-2.433, 0.285, -0.074], [0.970, 1.694, 0.468], [1.200, 0.004, -1.030], [2.721, 2.022, 0.911], [3.829, 1.244, 0.601], [5.086, 1.590, 1.080], [5.249, 2.714, 1.873], [4.149, 3.500, 2.190], [2.895, 3.152, 1.719], [0.663, 3.033, -0.739], [1.633, 3.477, -1.638], [1.323, 4.456, -2.566], [0.044, 5.001, -2.602], [-0.921, 4.575, -1.703], [-0.613, 3.594, -0.770], [3.726, 0.374, -0.039], [5.944, 0.986, 0.816], [6.231, 2.982, 2.240], [4.271, 4.385, 2.799], [2.044, 3.777, 1.969], [2.633, 3.062, -1.600], [2.081, 4.810, -3.253], [-0.191, 5.776, -3.319], [-1.908, 5.016, -1.716], [-1.360, 3.267, -0.058], [-3.345, -0.752, 1.878], [-2.679, 0.379, 3.474], [-3.239, 0.350, 4.724], [-2.535, 1.165, 5.645], [-1.464, 1.782, 5.076], [-1.278, 1.375, 3.424], [-4.128, -0.211, 4.974], [-2.826, 1.303, 6.675], [-0.783, 2.473, 5.544], [0.506, -2.688, -2.500], [-0.465, -2.025, -2.929], [-1.423, -1.780, -2.142], [-0.480, -1.396, -4.314], [-1.513, -0.295, -4.278], [-0.753, 1.009, -4.188], [0.460, 0.729, -5.054], [0.844, -0.713, -4.715], [-0.813, -2.145, -5.033], [-2.131, -0.444, -3.469], [-2.079, -0.315, -5.125], [-0.489, 1.136, -3.137], [-1.401, 1.817, -4.516], [1.262, 1.432, -4.840], [0.204, 0.830, -6.110], [1.535, -0.753, -3.874], [1.305, -1.229, -5.552]]}

---

no.,molecular weight (g mol⁻¹)
1,881.0
2,911.1